1.
This record from OMol25 describes a structure of composition C21H38As6F36N5O3 in a non-equilibrium geometry. The level of theory is ωB97M-V/def2-TZVPD.

Summary:
Energy above the lowest of the compared OMol25 structures with the same formula, charge and spin, kJ/mol: 1096.8
Charge: -1
Energy, eV: -498854.3653

Positions of all 109 atoms, in Å:
1 C 11.612 12.700 -20.240
2 C 11.790 11.661 -19.078
3 O 12.408 11.956 -18.084
4 N 11.164 10.297 -19.292
5 H 10.401 10.258 -18.633
6 H 10.591 10.180 -20.115
7 C 12.024 8.985 -18.971
8 H 10.574 12.726 -20.570
9 H 12.242 12.397 -21.076
10 H 11.907 13.697 -19.914
11 H 12.534 8.886 -19.930
12 H 11.332 8.148 -18.885
13 H 12.629 9.098 -18.071
14 C 9.139 2.711 -18.157
15 C 8.082 3.256 -17.187
16 O 7.934 4.454 -16.854
17 N 7.242 2.082 -16.605
18 H 6.669 2.504 -15.888
19 H 6.674 1.684 -17.339
20 C 8.133 1.121 -15.804
21 H 8.752 2.006 -18.893
22 H 9.902 2.206 -17.565
23 H 9.658 3.422 -18.800
24 H 8.964 1.702 -15.405
25 H 8.511 0.409 -16.537
26 H 7.653 0.580 -14.988
27 C 6.854 6.038 -23.129
28 C 6.568 7.002 -22.019
29 O 7.403 7.292 -21.152
30 N 5.277 7.871 -21.989
31 H 4.433 7.375 -22.239
32 H 5.109 8.122 -21.025
33 C 5.485 9.077 -22.778
34 H 5.996 5.978 -23.799
35 H 7.057 5.051 -22.713
36 H 7.747 6.392 -23.644
37 H 4.557 9.640 -22.680
38 H 5.930 8.829 -23.741
39 H 6.203 9.636 -22.178
40 C -1.430 -4.262 -2.476
41 N -0.267 -4.060 -3.394
42 C 0.539 -5.164 -3.645
43 C 1.669 -4.984 -4.495
44 C 1.985 -3.649 -4.833
45 C 1.179 -2.575 -4.518
46 C 0.080 -2.805 -3.757
47 C 3.225 -3.482 -5.665
48 C 4.228 -2.677 -5.185
49 C 5.307 -2.370 -6.017
50 N 5.312 -2.918 -7.300
51 C 4.393 -3.766 -7.748
52 C 3.306 -4.053 -6.932
53 C 6.533 -2.712 -8.123
54 H -2.124 -3.445 -2.675
55 H -1.013 -4.174 -1.473
56 H -1.915 -5.210 -2.710
57 H 0.217 -6.120 -3.258
58 H 2.301 -5.803 -4.802
59 H 1.342 -1.617 -4.989
60 H -0.617 -2.001 -3.571
61 H 4.090 -2.191 -4.231
62 H 6.065 -1.651 -5.742
63 H 4.529 -4.266 -8.696
64 H 2.507 -4.650 -7.347
65 H 7.015 -3.623 -8.476
66 H 7.261 -2.091 -7.601
67 H 6.264 -2.243 -9.070
68 As 6.688 -4.516 -15.400
69 F 7.712 -3.803 -14.153
70 F 7.675 -4.020 -16.825
71 F 5.709 -5.363 -16.631
72 F 5.639 -5.036 -14.083
73 F 5.751 -3.044 -15.630
74 F 7.828 -5.920 -15.263
75 As 13.562 5.396 -13.711
76 F 12.081 4.467 -13.462
77 F 13.441 6.110 -12.047
78 F 15.078 6.346 -13.972
79 F 13.779 4.696 -15.384
80 F 12.486 6.703 -14.265
81 F 14.486 3.998 -13.145
82 As 1.808 4.900 -18.163
83 F 1.512 5.059 -16.407
84 F 0.487 3.637 -18.284
85 F 2.370 4.840 -19.935
86 F 3.080 6.277 -18.077
87 F 2.950 3.568 -17.808
88 F 0.497 6.119 -18.531
89 As 13.676 0.802 -22.019
90 F 11.870 1.113 -22.151
91 F 13.282 -0.136 -20.482
92 F 15.453 0.509 -21.927
93 F 13.887 1.839 -23.465
94 F 14.032 2.322 -20.975
95 F 13.518 -0.613 -23.062
96 As 6.454 -1.611 -21.590
97 F 8.097 -1.408 -20.986
98 F 6.389 -3.334 -21.193
99 F 4.808 -1.735 -22.190
100 F 6.473 0.115 -22.110
101 F 7.119 -2.058 -23.170
102 F 5.781 -1.051 -20.002
103 As 5.090 2.162 -10.752
104 F 5.034 1.596 -9.034
105 F 4.780 0.497 -11.292
106 F 5.125 2.609 -12.467
107 F 5.240 3.836 -10.139
108 F 6.892 1.975 -10.732
109 F 3.326 2.459 -10.688

2.
This record from OMol25 describes a structure of composition C21H38AuNO2P2 in a non-equilibrium geometry. The level of theory is ωB97M-V/def2-TZVPD.

Summary:
Energy above the lowest of the compared OMol25 structures with the same formula, charge and spin, kJ/mol: 0.0
Energy, eV: -50243.1343
<S²>: 2.006
Spin multiplicity: 3

Positions of all 65 atoms, in Å:
1 C -0.956 2.623 -3.295
2 C -0.986 1.647 -2.286
3 N 0.116 1.394 -1.577
4 C 1.291 1.956 -1.878
5 C 1.372 2.949 -2.851
6 C 0.230 3.296 -3.565
7 C -2.322 0.995 -1.880
8 P -2.200 -0.168 -0.469
9 Au -0.148 0.001 0.586
10 P 2.161 -0.015 -0.107
11 C 2.503 1.528 -1.071
12 C -0.182 -1.834 1.641
13 C -0.685 -1.826 2.939
14 C -0.674 -3.020 3.678
15 C -0.177 -4.189 3.114
16 C 0.285 -4.197 1.791
17 C 0.255 -3.002 1.043
18 O -1.946 -1.489 -4.974
19 O 1.234 -1.920 -3.758
20 H -1.907 2.862 -3.766
21 H 2.355 3.350 -3.060
22 H 0.265 4.059 -4.335
23 C -3.574 0.430 0.530
24 C -2.629 -1.836 -0.982
25 H 3.363 1.374 -1.739
26 H 2.796 2.323 -0.366
27 H -2.755 0.437 -2.714
28 H -3.097 1.737 -1.547
29 C 3.334 -0.099 1.263
30 C 2.666 -1.307 -1.256
31 H -1.090 -0.915 3.358
32 H -1.057 -3.006 4.700
33 H -0.157 -5.111 3.700
34 H 0.662 -5.114 1.342
35 H 0.560 -2.998 -0.006
36 H 0.858 -2.761 -3.542
37 H 1.886 -2.117 -4.456
38 H -1.323 -1.372 -4.214
39 H -1.944 -0.630 -5.439
40 H -0.236 -4.565 -3.291
41 H -4.500 0.203 -0.006
42 H -3.645 -0.026 1.517
43 H -3.491 1.512 0.671
44 H -3.720 -1.906 -1.038
45 H -2.169 -2.065 -1.952
46 H -2.317 -2.581 -0.244
47 H 3.693 -1.157 -1.631
48 H 2.581 -2.295 -0.779
49 H 1.949 -1.219 -2.087
50 H 4.351 0.134 0.903
51 H 3.003 0.589 2.059
52 H 3.276 -1.141 1.618
53 C 1.433 2.979 3.233
54 C 0.365 1.908 2.982
55 C -0.794 2.025 3.979
56 C -0.137 1.950 1.523
57 H 0.998 3.973 3.049
58 H 2.274 2.852 2.537
59 H 1.824 2.904 4.262
60 H 0.831 0.919 3.124
61 H -1.334 2.971 3.810
62 H -1.500 1.191 3.863
63 H -0.412 1.990 5.011
64 H -1.191 2.240 1.459
65 H 0.483 2.580 0.877

3.
This record from OMol25 describes a cluster of 5 separate species, C21H38BFIN5O5 in total in a non-equilibrium geometry. The level of theory is ωB97M-V/def2-TZVPD.

Summary:
SMILES: O=C(I)CB(CCF)c1ccccn1.CNC(C)=O.CNC(C)=O.CNC(C)=O.CNC(C)=O
Energy, eV: -51568.1951

Positions of all 72 atoms, in Å:
1 O 0.939 -7.378 -2.647
2 C 1.122 -6.340 -3.472
3 I 3.170 -5.489 -3.594
4 C -0.015 -5.643 -4.426
5 B -1.482 -5.425 -3.707
6 C -1.713 -4.000 -2.889
7 C -2.559 -3.018 -3.913
8 F -2.252 -3.530 -5.301
9 C -2.671 -6.603 -3.859
10 C -4.149 -6.113 -3.393
11 C -5.370 -7.243 -3.579
12 C -4.772 -8.655 -4.221
13 C -3.216 -8.960 -4.586
14 N -2.180 -7.903 -4.392
15 H 0.381 -4.571 -4.752
16 H -0.166 -6.274 -5.403
17 H -0.676 -3.456 -2.699
18 H -2.213 -4.149 -1.841
19 H -3.734 -3.120 -3.798
20 H -2.274 -1.884 -3.835
21 H -4.398 -5.028 -2.976
22 H -6.492 -7.045 -3.318
23 H -5.549 -9.536 -4.403
24 H -2.891 -9.997 -5.039
25 C -2.110 1.454 -3.460
26 C -1.514 0.398 -2.571
27 O -1.320 -0.751 -2.962
28 N -1.186 0.743 -1.294
29 C -1.332 2.025 -0.646
30 H -2.318 1.026 -4.445
31 H -3.050 1.815 -3.035
32 H -1.405 2.281 -3.584
33 H -0.791 -0.023 -0.760
34 H -0.343 2.353 -0.317
35 H -1.975 1.891 0.228
36 H -1.766 2.778 -1.306
37 C 3.173 4.531 -0.044
38 C 2.618 3.136 -0.125
39 O 1.914 2.768 -1.064
40 N 2.914 2.266 0.881
41 C 3.714 2.498 2.059
42 H 2.850 5.104 -0.917
43 H 2.800 5.031 0.854
44 H 4.266 4.499 -0.037
45 H 2.502 1.349 0.752
46 H 4.542 1.784 2.052
47 H 3.088 2.312 2.936
48 H 4.108 3.514 2.102
49 C -3.010 5.529 1.140
50 C -2.414 4.473 2.029
51 O -2.220 3.324 1.638
52 N -2.086 4.818 3.306
53 C -2.232 6.100 3.954
54 H -3.218 5.101 0.155
55 H -3.950 5.890 1.565
56 H -2.305 6.356 1.016
57 H -1.691 4.052 3.840
58 H -1.243 6.428 4.283
59 H -2.875 5.966 4.828
60 H -2.666 6.853 3.294
61 C 6.337 2.621 5.498
62 C 4.846 2.579 5.688
63 O 4.091 3.350 5.100
64 N 4.334 1.650 6.544
65 C 5.041 0.663 7.324
66 H 6.591 3.413 4.788
67 H 6.830 2.840 6.449
68 H 6.691 1.669 5.095
69 H 3.323 1.686 6.617
70 H 4.673 -0.325 7.035
71 H 4.812 0.837 8.379
72 H 6.120 0.709 7.174